Entry 1:
Below is a structure of composition C30H49FIrP2 at a distorted geometry, with properties calculated with ωB97M-V with the def2-TZVPD basis set.

* 2S+1: 5
* expectation value of S²: 6.02
* max |F|: 3.44 eV Å⁻¹
* LUMO (alpha / beta): -1.8 / -4.6 eV
* total charge: +1
* orbital gap (alpha / beta): 6.5 / 5.4 eV

Positions of all 83 atoms, in Å:
Ir (0.53, -0.08, 0.00)
C (-1.83, 1.43, -0.33)
C (-2.70, 0.73, -1.16)
C (-2.25, -0.70, 0.58)
C (-1.34, 0.50, 0.76)
C (-2.91, -0.59, -0.63)
C (-1.63, 2.89, -0.34)
H (-1.30, 3.25, -1.33)
H (-0.90, 3.23, 0.40)
H (-2.57, 3.42, -0.13)
C (-1.31, 1.13, 2.12)
H (-0.68, 2.02, 2.13)
H (-0.91, 0.43, 2.86)
H (-2.32, 1.42, 2.44)
C (-2.73, -1.60, 1.65)
H (-3.83, -1.55, 1.73)
H (-2.34, -1.35, 2.64)
H (-2.50, -2.66, 1.46)
C (-3.86, -1.58, -1.22)
H (-4.89, -1.21, -1.20)
H (-3.83, -2.53, -0.66)
H (-3.62, -1.79, -2.27)
C (-3.43, 1.29, -2.32)
H (-4.40, 1.71, -2.02)
H (-3.64, 0.53, -3.08)
H (-2.86, 2.11, -2.78)
C (1.76, 0.44, -2.35)
C (0.60, 1.12, -2.36)
C (-0.20, 1.37, -3.62)
C (-0.90, 0.12, -4.19)
C (-0.69, -1.14, -3.38)
C (0.47, -1.81, -3.46)
C (1.65, -1.29, -4.26)
C (2.40, -0.09, -3.61)
H (0.45, 1.81, -4.40)
H (-0.55, -0.02, -5.23)
H (-0.95, 2.15, -3.42)
H (2.52, 0.71, -4.35)
H (2.35, 0.25, -1.43)
H (0.18, 1.63, -1.47)
H (3.43, -0.41, -3.38)
H (2.37, -2.11, -4.42)
H (0.53, -2.85, -3.11)
H (1.33, -0.99, -5.28)
H (-1.98, 0.32, -4.25)
H (-1.57, -1.54, -2.88)
P (1.96, 1.97, 0.39)
C (1.79, 2.86, 1.98)
H (2.74, 3.37, 2.22)
H (1.55, 2.17, 2.79)
H (0.98, 3.61, 1.90)
C (3.70, 1.39, 0.23)
H (4.36, 2.01, 0.86)
H (4.02, 1.45, -0.82)
H (3.80, 0.34, 0.55)
C (1.96, 3.40, -0.77)
H (2.15, 3.06, -1.80)
H (2.74, 4.11, -0.48)
H (0.98, 3.89, -0.75)
P (1.37, -2.37, -0.18)
C (-0.16, -3.26, -0.64)
H (0.06, -4.14, -1.26)
H (-0.84, -2.58, -1.18)
H (-0.68, -3.58, 0.28)
C (2.76, -2.49, -1.34)
H (2.41, -2.41, -2.37)
H (3.29, -3.44, -1.21)
H (3.45, -1.66, -1.15)
C (2.05, -3.44, 1.15)
H (2.72, -4.19, 0.71)
H (1.25, -3.95, 1.70)
H (2.62, -2.82, 1.85)
F (1.52, -1.53, 6.07)
C (1.40, -1.28, 4.72)
C (2.33, -0.45, 4.11)
C (2.20, -0.18, 2.75)
C (1.12, -0.68, 2.02)
C (0.29, -1.61, 2.65)
C (0.37, -1.87, 4.02)
H (3.14, 0.00, 4.68)
H (2.97, 0.44, 2.30)
H (-0.43, -2.19, 2.07)
H (-0.34, -2.53, 4.50)

---

Entry 2:
Below is a structure of composition C30H49FP2Ti at a distorted geometry, with properties calculated with ωB97M-V with the def2-TZVPD basis set.

* 2S+1: 2
* expectation value of S²: 0.82
* max |F|: 7.38 eV Å⁻¹
* LUMO (alpha / beta): -3.8 / -3.4 eV
* total charge: +1
* orbital gap (alpha / beta): 6.0 / 6.7 eV

Positions of all 83 atoms, in Å:
Ti (-0.44, 0.21, 0.33)
C (-1.91, 1.69, 0.48)
C (-2.35, 0.77, -0.56)
C (-2.14, -0.45, 1.44)
C (-1.82, 0.94, 1.72)
C (-2.48, -0.55, 0.04)
C (-1.93, 3.17, 0.33)
H (-1.58, 3.46, -0.67)
H (-1.31, 3.65, 1.09)
H (-2.97, 3.53, 0.45)
C (-1.84, 1.52, 3.08)
H (-1.64, 2.60, 3.03)
H (-1.09, 1.03, 3.72)
H (-2.83, 1.37, 3.53)
C (-2.48, -1.50, 2.44)
H (-3.57, -1.59, 2.58)
H (-2.06, -1.27, 3.42)
H (-2.10, -2.48, 2.09)
C (-3.28, -1.67, -0.49)
H (-4.36, -1.50, -0.30)
H (-3.01, -2.61, 0.02)
H (-3.12, -1.79, -1.57)
C (-3.09, 1.25, -1.74)
H (-4.05, 1.70, -1.42)
H (-3.29, 0.45, -2.46)
H (-2.52, 2.03, -2.26)
C (1.39, 0.59, -3.03)
C (0.37, 1.45, -3.18)
C (-0.24, 1.69, -4.53)
C (-1.11, 0.55, -5.14)
C (-1.25, -0.74, -4.37)
C (-0.22, -1.58, -4.27)
C (1.12, -1.24, -4.89)
C (1.98, -0.13, -4.22)
H (0.54, 1.93, -5.28)
H (-0.70, 0.33, -6.14)
H (-0.87, 2.59, -4.47)
H (2.26, 0.59, -5.01)
H (1.77, 0.32, -2.04)
H (-0.09, 1.95, -2.33)
H (2.93, -0.59, -3.90)
H (1.73, -2.15, -4.88)
H (-0.25, -2.51, -3.69)
H (0.99, -0.96, -5.94)
H (-2.12, 0.97, -5.29)
H (-2.21, -0.88, -3.87)
P (1.52, 1.88, 0.99)
C (1.18, 2.84, 2.53)
H (2.08, 3.43, 2.76)
H (0.96, 2.16, 3.37)
H (0.30, 3.49, 2.40)
C (3.28, 1.39, 1.12)
H (3.86, 2.23, 1.56)
H (3.68, 1.12, 0.12)
H (3.37, 0.49, 1.75)
C (1.76, 3.39, -0.06)
H (2.21, 3.12, -1.02)
H (2.42, 4.09, 0.49)
H (0.79, 3.87, -0.24)
P (0.78, -2.22, 0.16)
C (-0.39, -3.55, -0.36)
H (0.17, -4.41, -0.76)
H (-1.12, -3.19, -1.10)
H (-0.95, -3.88, 0.55)
C (2.41, -2.52, -0.65)
H (2.34, -2.62, -1.74)
H (2.88, -3.42, -0.19)
H (3.06, -1.65, -0.42)
C (1.26, -3.19, 1.68)
H (1.52, -4.22, 1.39)
H (0.41, -3.26, 2.37)
H (2.09, -2.66, 2.17)
F (1.53, -1.89, 6.70)
C (1.47, -1.27, 5.48)
C (2.41, -0.30, 5.14)
C (2.29, 0.30, 3.87)
C (1.28, -0.09, 3.01)
C (0.41, -1.07, 3.39)
C (0.44, -1.69, 4.65)
H (3.18, -0.01, 5.85)
H (2.99, 1.09, 3.63)
H (-0.31, -1.43, 2.65)
H (-0.29, -2.47, 4.89)

---

In the order shown, the computed electronic energy values come out to -2058.95486, -2804.17608 a.u..